Record 1
ORCA calculation (wB97M-V/def2-TZVPD) on an isolated ion of composition C2N4O2S and charge -2 at a distorted geometry.

Positions of all 9 atoms, in Å:
O  1.24  -1.58  1.70
C  1.44  -0.46  1.30
O  2.29  0.39  1.45
N  0.23  0.09  0.30
N  0.30  1.22  -0.35
N  -0.67  1.26  -1.21
C  -1.35  0.08  -1.08
S  -2.70  -0.34  -2.01
N  -0.78  -0.67  -0.12

Properties
total energy = -843.923926 Eh
orbital gap = 5.59 eV
strongest force on any atom = 0.0280 hartree/bohr
total charge = -2
structure (SMILES) = O=C([O-])n1nnc([S-])n1
relative energy (zero: lowest compared OMol25 entry of this formula, charge and spin) = 0.0 kJ/mol
highest occupied orbital energy = 0.44 eV

These are the Löwdin partial charges, in e, on atoms 1 to 8:
1. O -0.02
2. C -0.72
3. O -0.04
4. N -0.14
5. N -0.05
6. N -0.07
7. C -1.10
8. S 0.11

Record 2
ORCA calculation (wB97M-V/def2-TZVPD) on one molecule with the formula C5H3N at a distorted geometry.

Positions of all 9 atoms, in Å:
C  -0.75  -0.79  -0.84
C  0.57  -0.83  -1.36
C  1.31  -0.42  -0.27
C  1.14  0.34  0.77
C  -0.41  0.64  0.98
N  -1.21  -0.12  0.07
H  0.91  -0.86  -2.31
H  -0.75  0.24  1.94
H  -0.81  1.80  1.03

Properties
total energy = -246.806125 Eh
orbital gap (alpha / beta) = 7.00 / 7.24 eV
strongest force on any atom = 0.0776 hartree/bohr
structure (SMILES) = C1=CC#CCN=1
relative energy (zero: lowest compared OMol25 entry of this formula, charge and spin) = 461.8 kJ/mol
highest occupied orbital energy (alpha / beta) = -8.41 / -8.61 eV

These are the Löwdin partial charges, in e, on atoms 1 to 8:
1. C -0.05
2. C -0.04
3. C -0.03
4. C 0.02
5. C -0.23
6. N 0.02
7. H 0.06
8. H 0.11

Record 3
ORCA calculation (wB97M-V/def2-TZVPD) on C24H60F3NO10Y as an isolated structure at a distorted geometry.

Positions of all 99 atoms, in Å:
Y  -8.45  -21.80  10.99
C  -11.37  -18.26  12.38
C  -11.19  -19.75  12.00
O  -9.94  -19.90  11.39
H  -11.32  -17.54  11.57
H  -10.59  -18.05  13.11
H  -12.34  -18.13  12.86
H  -12.04  -20.15  11.45
H  -11.09  -20.34  12.91
C  -10.82  -24.30  12.65
O  -10.46  -23.76  13.90
O  -9.92  -23.76  11.66
C  -11.06  -25.93  12.68
F  -9.97  -26.71  12.41
F  -11.39  -26.26  13.97
F  -12.09  -26.33  11.95
C  -11.47  -23.08  14.69
C  -10.76  -22.53  15.98
H  -10.39  -23.36  16.58
H  -9.92  -21.92  15.64
H  -11.48  -21.95  16.56
H  -12.28  -23.75  14.98
H  -11.95  -22.25  14.16
H  -11.79  -23.89  12.37
O  -7.89  -18.86  13.65
H  -8.56  -19.29  13.12
H  -8.38  -18.28  14.23
O  -8.66  -17.62  10.09
H  -8.92  -17.06  9.35
H  -9.27  -18.36  10.05
O  -8.68  -15.90  12.50
H  -8.96  -16.61  11.91
H  -8.92  -16.20  13.37
C  -15.46  -22.81  14.41
C  -16.10  -21.64  15.22
C  -15.08  -21.07  16.22
C  -14.00  -20.13  15.67
C  -14.64  -18.95  15.06
C  -15.64  -19.40  13.94
N  -16.52  -20.52  14.37
O  -17.49  -20.81  13.49
C  -16.50  -18.17  13.73
C  -14.89  -19.74  12.65
C  -17.30  -22.16  16.06
H  -16.10  -23.24  13.63
H  -15.44  -23.64  15.12
H  -14.51  -22.48  13.99
H  -15.59  -20.49  16.99
H  -14.54  -21.86  16.75
H  -13.34  -20.72  15.03
H  -13.24  -19.88  16.41
H  -13.87  -18.24  14.76
H  -15.13  -18.47  15.91
H  -17.17  -17.93  14.55
H  -15.93  -17.30  13.40
H  -17.27  -18.36  12.98
H  -15.60  -20.04  11.88
H  -14.34  -18.93  12.16
H  -14.26  -20.61  12.83
H  -17.88  -22.83  15.43
H  -17.89  -21.35  16.47
H  -17.09  -22.83  16.90
H  -18.25  -20.55  14.02
C  -14.47  -24.49  9.31
C  -14.12  -23.10  8.75
C  -13.36  -22.25  9.75
O  -13.31  -23.14  7.61
H  -13.62  -25.11  9.61
H  -14.99  -25.12  8.60
H  -15.11  -24.30  10.17
H  -15.01  -22.52  8.47
H  -12.52  -22.79  10.17
H  -14.01  -21.90  10.56
H  -13.13  -21.30  9.26
H  -12.55  -23.65  7.89
C  -12.46  -16.34  9.22
C  -12.05  -17.51  8.30
C  -13.19  -18.32  7.71
O  -11.46  -16.85  7.22
H  -12.89  -16.85  10.08
H  -13.18  -15.62  8.83
H  -11.64  -15.77  9.65
H  -11.43  -18.25  8.79
H  -13.89  -17.61  7.27
H  -13.69  -18.96  8.44
H  -12.95  -18.95  6.85
H  -10.97  -16.11  7.58
C  -10.51  -18.39  16.13
C  -9.45  -17.31  16.45
C  -8.26  -17.68  17.33
O  -9.00  -16.68  15.31
H  -10.72  -19.00  17.01
H  -10.03  -19.21  15.59
H  -11.34  -18.02  15.53
H  -9.95  -16.54  17.04
H  -7.77  -18.52  16.84
H  -8.57  -18.07  18.30
H  -7.62  -16.81  17.41
H  -8.28  -16.07  15.46

Properties
expectation value of S² = 0.7506
total energy = -2095.321480 Eh
orbital gap (alpha / beta) = 6.51 / 6.54 eV
strongest force on any atom = 0.0911 hartree/bohr
multiplicity = 2
highest occupied orbital energy (alpha / beta) = -7.62 / -8.14 eV

These are the Löwdin partial charges, in e, on atoms 1 to 8:
1. Y 1.53
2. C -0.05
3. C -0.39
4. O -0.49
5. H 0.05
6. H 0.04
7. H 0.05
8. H 0.08

Record 4
ORCA calculation (wB97M-V/def2-TZVPD) on a 8-piece molecular cluster, C51H82F18N10O8S overall at a distorted geometry.

Positions of all 170 atoms, in Å:
C  6.00  -2.84  -2.96
C  5.98  -1.21  -2.69
C  6.10  -1.04  -1.04
C  4.51  -0.51  -3.08
C  4.18  -0.58  -4.70
C  5.40  0.23  -5.51
C  2.70  0.16  -4.96
O  2.13  0.59  -3.67
C  0.73  0.09  -3.51
C  -0.45  1.23  -3.50
C  -2.05  0.79  -3.30
C  -3.12  2.02  -3.25
C  -3.50  2.39  -1.66
F  -4.32  1.85  -4.11
C  -2.38  -0.82  -3.17
C  -3.96  -1.33  -3.00
C  -4.38  -1.06  -1.45
C  -4.64  -2.40  -0.54
F  -6.14  -2.51  -0.39
F  -4.20  -3.67  -1.15
C  -4.09  -2.20  1.04
F  -4.38  -0.79  1.37
F  -5.06  -3.02  1.86
C  -2.53  -2.67  1.21
F  -1.83  -2.30  -0.04
F  -2.56  -4.18  1.22
C  -1.80  -2.23  2.60
F  -2.92  -2.00  3.60
F  -1.11  -3.45  3.14
C  -0.93  -0.87  2.59
F  -1.66  0.21  1.82
F  -0.91  -0.35  4.01
C  0.58  -0.89  2.01
F  1.15  0.46  2.37
F  0.67  -0.88  0.50
C  1.62  -1.96  2.69
F  1.35  -2.22  4.15
F  2.96  -1.25  2.70
C  1.87  -3.35  1.87
F  3.21  -3.31  1.19
F  0.81  -3.77  0.95
F  1.98  -4.43  2.92
C  -1.16  -1.96  -3.19
N  -1.59  -3.39  -3.06
C  -0.45  -4.36  -3.09
C  -0.74  -6.01  -2.99
C  -0.59  -6.56  -4.55
C  0.42  -7.84  -4.71
N  0.19  -8.96  -3.73
C  1.10  -3.86  -3.20
S  2.43  -5.23  -3.20
N  1.61  -2.45  -3.33
C  0.41  -1.55  -3.34
H  4.95  -3.32  -2.74
H  6.41  -3.13  -4.03
H  6.77  -3.29  -2.18
H  6.88  -0.65  -3.21
H  5.32  -0.24  -0.67
H  7.20  -0.74  -0.70
H  5.75  -2.08  -0.58
H  3.72  -1.07  -2.41
H  4.61  0.63  -2.81
H  4.13  -1.66  -5.14
H  5.16  0.37  -6.65
H  5.61  1.28  -5.02
H  6.41  -0.38  -5.46
H  2.89  1.07  -5.70
H  2.03  -0.65  -5.47
H  -0.19  2.37  -3.60
H  -2.57  3.00  -3.65
H  -4.53  1.95  -1.32
H  -2.68  1.82  -1.01
H  -3.35  3.53  -1.45
H  -4.68  -0.65  -3.67
H  -4.13  -2.43  -3.38
H  -3.55  -0.32  -1.01
H  -5.39  -0.43  -1.45
H  0.03  -6.55  -2.27
H  -1.81  -6.24  -2.52
H  -0.16  -5.68  -5.22
H  -1.64  -6.86  -4.99
H  0.20  -8.30  -5.79
H  1.56  -7.51  -4.75
H  0.91  -8.88  -2.98
H  -0.78  -8.82  -3.35
H  3.56  -4.63  -3.84
C  1.88  -4.33  6.48
N  2.58  -4.56  7.72
C  3.98  -4.93  7.67
C  1.96  -4.45  8.95
O  2.50  -4.64  10.03
H  1.92  -5.24  5.87
H  2.38  -3.51  5.94
H  0.84  -4.06  6.66
H  4.11  -5.91  8.15
H  4.57  -4.19  8.23
H  4.33  -4.98  6.64
H  0.90  -4.16  8.87
C  2.76  2.56  4.84
N  2.76  3.92  4.34
C  1.78  4.30  3.35
C  3.67  4.86  4.77
O  3.73  6.02  4.38
H  2.91  1.87  4.01
H  1.79  2.36  5.31
H  3.55  2.41  5.58
H  2.30  4.64  2.44
H  1.18  5.13  3.74
H  1.13  3.45  3.10
H  4.38  4.47  5.52
C  -7.22  6.19  -0.18
N  -5.93  5.78  -0.69
C  -5.79  5.54  -2.11
C  -4.84  5.60  0.13
O  -3.73  5.25  -0.24
H  -7.96  5.42  -0.42
H  -7.50  7.14  -0.65
H  -7.19  6.33  0.91
H  -5.48  4.51  -2.28
H  -5.02  6.21  -2.51
H  -6.74  5.73  -2.63
H  -5.06  5.80  1.19
C  -8.66  6.83  5.90
N  -8.27  6.87  4.51
C  -6.87  7.06  4.17
C  -9.19  6.73  3.49
O  -8.93  6.75  2.29
H  -8.38  7.78  6.37
H  -8.13  6.01  6.40
H  -9.73  6.68  6.01
H  -6.77  7.96  3.57
H  -6.53  6.20  3.59
H  -6.27  7.15  5.08
H  -10.22  6.59  3.86
C  -4.25  -5.87  5.42
N  -3.55  -6.67  4.43
C  -2.61  -6.01  3.55
C  -3.77  -8.02  4.29
O  -3.22  -8.75  3.47
H  -4.82  -5.09  4.92
H  -3.51  -5.42  6.09
H  -4.93  -6.49  6.01
H  -2.93  -6.15  2.51
H  -1.62  -6.47  3.67
H  -2.54  -4.94  3.77
H  -4.51  -8.42  5.01
C  -0.11  7.55  1.82
N  0.27  7.59  0.43
C  1.67  7.78  0.09
C  -0.65  7.45  -0.59
O  -0.39  7.47  -1.79
H  0.17  8.50  2.29
H  0.41  6.73  2.31
H  -1.19  7.40  1.93
H  1.77  8.68  -0.52
H  2.01  6.92  -0.50
H  2.27  7.87  1.00
H  -1.68  7.31  -0.23
C  10.21  2.09  -7.98
N  9.02  1.45  -7.46
C  8.52  1.86  -6.16
C  8.36  0.46  -8.15
O  7.35  -0.12  -7.76
H  11.04  1.92  -7.28
H  10.02  3.16  -8.08
H  10.48  1.68  -8.96
H  8.50  1.00  -5.49
H  7.49  2.23  -6.28
H  9.14  2.65  -5.74
H  8.82  0.22  -9.12

Properties
total energy = -5336.791189 Eh
orbital gap = 6.68 eV
strongest force on any atom = 0.1503 hartree/bohr
structure (SMILES) = CC(C)C[C@H](C)COc1cc([C@H](C)F)c(CCC(F)(F)C(F)(F)C(F)(F)C(F)(F)C(F)(F)C(F)(F)C(F)(F)C(F)(F)F)c2nc(CCCN)c(S)nc12.CN(C)C=O.CN(C)C=O.CN(C)C=O.CN(C)C=O.CN(C)C=O.CN(C)C=O.CN(C)C=O
highest occupied orbital energy = -8.21 eV

These are the Löwdin partial charges, in e, on atoms 1 to 8:
1. C -0.12
2. C -0.36
3. C -0.12
4. C -0.17
5. C -0.28
6. C -0.12
7. C -0.16
8. O -0.19

Record 5
ORCA calculation (wB97M-V/def2-TZVPD) on one molecule with the formula C7H8O at a distorted geometry.

Positions of all 16 atoms, in Å:
C  -1.16  1.37  1.55
C  -0.40  0.31  1.38
C  0.01  -0.95  1.57
C  0.58  -1.42  0.32
O  1.25  -2.42  0.10
C  0.46  -0.22  -0.65
C  1.60  0.49  -0.86
C  -0.70  -0.19  -1.61
H  -1.83  1.44  2.40
H  -1.21  2.16  0.81
H  0.19  -1.43  2.52
H  1.77  1.04  -1.78
H  2.44  0.39  -0.19
H  -1.65  -0.27  -1.07
H  -0.72  0.73  -2.19
H  -0.63  -1.04  -2.30

Properties
total energy = -346.597484 Eh
orbital gap (alpha / beta) = 7.18 / 7.18 eV
strongest force on any atom = 0.0412 hartree/bohr
structure (SMILES) = C=C=CC(=O)C(=C)C
relative energy (zero: lowest compared OMol25 entry of this formula, charge and spin) = 467.4 kJ/mol
highest occupied orbital energy (alpha / beta) = -8.27 / -8.27 eV

These are the Löwdin partial charges, in e, on atoms 1 to 8:
1. C 0.04
2. C -0.08
3. C -0.01
4. C -0.41
5. O 0.08
6. C -0.33
7. C 0.10
8. C -0.05

Record 6
ORCA calculation (wB97M-V/def2-TZVPD) on a 2-piece molecular cluster, C2H4O3P overall at a distorted geometry.

Positions of all 10 atoms, in Å:
C  0.68  0.77  -0.75
C  -0.03  0.91  0.47
O  0.58  -2.34  -0.21
O  -1.74  -1.54  0.15
O  1.48  1.54  -1.24
P  -0.59  -2.24  0.76
H  0.19  0.08  -1.41
H  -1.06  0.78  0.21
H  0.21  1.95  0.91
H  0.28  0.08  1.12

Properties
total energy = -645.772460 Eh
orbital gap = 8.33 eV
strongest force on any atom = 0.0718 hartree/bohr
total charge = -1
relative energy (zero: lowest compared OMol25 entry of this formula, charge and spin) = 83.9 kJ/mol
highest occupied orbital energy = -4.24 eV

These are the Löwdin partial charges, in e, on atoms 1 to 8:
1. C -0.39
2. C -0.11
3. O -0.61
4. O -0.59
5. O 0.00
6. P 0.39
7. H 0.10
8. H 0.06

Record 7
ORCA calculation (wB97M-V/def2-TZVPD) on a 2-piece molecular cluster, C5H11O2 overall at a distorted geometry.

Positions of all 18 atoms, in Å:
C  -0.91  1.42  -1.30
C  -0.05  1.44  -2.56
C  -1.91  0.16  -1.23
O  -3.12  0.47  -1.23
O  -1.42  -0.97  -1.01
H  -0.26  1.41  -0.41
H  -1.54  2.30  -1.19
H  -0.01  2.42  -3.06
H  -0.34  0.71  -3.31
H  0.98  1.21  -2.25
C  1.24  -0.59  2.37
C  0.88  -2.04  2.05
H  0.43  0.12  2.17
H  1.53  -0.44  3.41
H  2.10  -0.31  1.77
H  -0.10  -2.40  2.34
H  0.88  -2.18  0.97
H  1.62  -2.72  2.47

Properties
total energy = -347.633086 Eh
orbital gap = 7.57 eV
strongest force on any atom = 0.0305 hartree/bohr
total charge = -1
relative energy (zero: lowest compared OMol25 entry of this formula, charge and spin) = 43.5 kJ/mol
highest occupied orbital energy = -3.79 eV

These are the Löwdin partial charges, in e, on atoms 1 to 8:
1. C -0.20
2. C -0.14
3. C -0.75
4. O -0.11
5. O -0.10
6. H 0.07
7. H 0.08
8. H 0.05

Record 8
ORCA calculation (wB97M-V/def2-TZVPD) on a 2-piece molecular cluster, C4H10S3 overall at a distorted geometry.

Positions of all 17 atoms, in Å:
C  -2.45  0.04  -0.57
C  -1.48  0.64  0.48
C  2.18  0.40  -1.08
C  -0.42  -0.28  0.91
S  3.43  -0.48  -0.20
S  0.71  0.17  2.21
S  -0.04  -1.75  0.00
H  -3.03  -0.80  -0.25
H  -3.27  0.63  -0.95
H  -1.90  -0.40  -1.36
H  -0.91  1.58  -0.07
H  -2.01  0.95  1.39
H  2.47  0.92  -2.00
H  1.28  -0.10  -1.34
H  2.60  -1.42  0.32
H  1.54  -0.78  2.36
H  -1.28  -1.86  -0.27

Properties
expectation value of S² = 2.0102
total energy = -1352.791859 Eh
orbital gap (alpha / beta) = 7.34 / 9.33 eV
strongest force on any atom = 0.0696 hartree/bohr
multiplicity = 3
relative energy (zero: lowest compared OMol25 entry of this formula, charge and spin) = 120.7 kJ/mol
highest occupied orbital energy (alpha / beta) = -6.77 / -9.28 eV

These are the Löwdin partial charges, in e, on atoms 1 to 8:
1. C -0.15
2. C -0.34
3. C -0.46
4. C -1.00
5. S 0.65
6. S 0.73
7. S 0.76
8. H 0.06